# 1
ORCA calculation (ωB97M-V/def2-TZVPD) on a structure of composition C23H20Br2GaN4O2S2 in a non-equilibrium geometry.

Cartesian coordinates (Å):
Ga 1.10 0.92 -0.86
Br 4.43 1.84 2.63
C 2.71 2.59 2.47
C 2.27 3.53 3.41
C 1.02 4.09 3.30
Br 0.48 5.39 4.59
C 0.14 3.73 2.26
C -1.17 4.20 2.05
C -1.91 3.73 0.98
C -1.35 2.79 0.11
N -0.12 2.35 0.27
C 0.62 2.77 1.31
C 1.91 2.18 1.42
O 2.29 1.30 0.53
H 2.91 3.82 4.22
H -1.60 4.90 2.74
H -2.91 4.08 0.81
H -1.92 2.38 -0.71
N 2.76 -0.34 -1.55
H 2.53 -1.05 -2.24
H 3.02 -0.82 -0.69
H 3.60 0.15 -1.87
C 0.48 -7.31 3.50
C -0.56 -7.17 2.45
O -0.50 -7.52 1.32
S -2.03 -6.25 3.08
C -1.79 -4.85 2.00
C -1.61 -3.62 2.61
C -1.26 -2.52 1.86
C -1.08 -2.67 0.48
C -1.31 -3.90 -0.14
C -1.68 -4.99 0.63
C -0.58 -1.55 -0.22
C -0.14 -0.56 -0.78
H 1.35 -7.84 3.10
H 0.09 -7.85 4.37
H 0.78 -6.32 3.84
H -1.73 -3.54 3.68
H -1.07 -1.57 2.32
H -1.18 -4.01 -1.20
H -1.85 -5.95 0.17
C 0.49 1.44 -5.47
N -0.24 2.43 -4.73
C -1.36 3.11 -5.15
C -1.72 3.96 -4.16
N -0.83 3.78 -3.13
C 0.07 2.84 -3.49
S 1.51 2.42 -2.66
H 0.04 1.31 -6.45
H 0.48 0.49 -4.93
H 1.52 1.76 -5.58
H -1.79 2.94 -6.12
H -2.53 4.66 -4.11
H -0.82 4.29 -2.26

The energy relative to the best compared isomer or geometry (same formula, charge and spin) is 0.663 eV. As for the charge: +1. As for the orbital gap: 7.3 eV.

=====

# 2
ORCA calculation (ωB97M-V/def2-TZVPD) on a structure of composition C22H35MgNO3P2S in a non-equilibrium geometry.

Cartesian coordinates (Å):
P 0.86 -2.62 0.32
P 0.67 1.98 0.65
C 0.45 -0.90 -0.35
C 1.24 0.40 -0.05
H -0.75 -0.99 -0.40
H 0.67 -1.14 -1.43
H 2.14 0.18 0.49
H 1.66 0.81 -0.96
C -0.48 2.69 -0.47
H -0.69 3.76 -0.21
H -1.40 2.38 -1.04
H 0.24 2.83 -1.28
C 2.17 3.02 0.41
H 1.80 3.74 -0.33
H 2.94 2.38 -0.03
H 2.49 3.57 1.33
C -0.20 -3.76 -0.49
H -0.22 -4.63 0.16
H 0.22 -4.03 -1.46
H -1.20 -3.33 -0.61
C 2.59 -2.65 -0.15
H 3.08 -1.64 -0.06
H 2.66 -3.01 -1.21
H 3.10 -3.39 0.51
Mg -1.75 0.59 -0.75
C -0.42 1.16 -3.22
C -1.81 1.15 -3.13
C -2.55 0.25 -4.14
C -1.89 -1.13 -4.30
C -1.14 -1.60 -3.12
C 0.20 -1.72 -3.16
C 1.05 -0.81 -4.02
C 0.47 0.62 -4.24
C 0.56 -2.60 2.07
H 0.11 1.83 -2.60
H -2.37 2.05 -2.78
H -2.68 0.72 -5.13
H -3.57 0.10 -3.75
H -2.67 -1.88 -4.55
H -1.20 -1.08 -5.12
H -1.74 -2.06 -2.33
H 0.68 -2.73 -2.95
H 1.29 -1.28 -5.00
H 2.04 -0.71 -3.55
H 1.37 1.27 -4.32
H 0.02 0.62 -5.22
H 0.69 -1.62 2.55
H 1.26 -3.30 2.53
H -0.47 -2.98 2.26
O -2.17 1.05 1.56
C -1.28 1.10 2.45
N 0.02 1.25 2.07
S 1.24 1.34 3.41
O 2.04 0.13 3.30
O 1.83 2.67 3.27
C -0.01 1.21 4.53
C 0.32 1.48 5.86
C -0.72 1.47 6.82
C -1.99 1.10 6.35
C -2.31 0.85 5.00
C -1.29 1.00 3.98
H 1.37 1.64 6.22
H -0.49 1.69 7.89
H -2.76 0.97 7.17
H -3.30 0.54 4.75

The energy relative to the best compared isomer or geometry (same formula, charge and spin) is 9.649 eV. As for the charge: 0. As for the orbital gap (alpha / beta): 3.4 / 3.5 eV.

=====

# 3
ORCA calculation (ωB97M-V/def2-TZVPD) on a structure of composition C35H43ClCrP2Si2 in a non-equilibrium geometry.

Cartesian coordinates (Å):
C -2.78 -0.45 3.07
C -2.97 -0.03 1.72
C -2.51 -1.09 0.88
H -3.39 0.92 1.40
C -1.93 -2.11 1.70
C -2.12 -1.72 3.06
H -1.92 -2.34 3.93
H -3.19 0.04 3.95
H -2.77 -1.20 -0.16
H -1.46 -3.02 1.36
Cr -0.82 -0.26 1.99
Si -1.01 -0.62 -2.01
C -1.00 0.90 -3.19
C 0.05 1.02 -4.11
H 0.81 0.23 -4.19
C 0.15 2.16 -4.91
H 1.03 2.28 -5.54
C -0.86 3.12 -4.90
H -0.78 4.01 -5.52
C -1.99 2.92 -4.10
H -2.81 3.63 -4.13
C -2.06 1.81 -3.25
H -2.94 1.66 -2.61
C -0.98 -1.86 -3.44
C -1.97 -1.72 -4.44
H -2.87 -1.14 -4.24
C -1.75 -2.24 -5.73
H -2.47 -2.03 -6.52
C -0.63 -3.02 -6.00
H -0.44 -3.40 -7.02
C 0.24 -3.32 -4.96
H 1.08 -3.99 -5.13
C 0.07 -2.76 -3.69
H 0.79 -2.99 -2.90
H -2.46 -0.61 -1.75
Si 2.57 0.20 -1.78
C 2.15 -1.50 -1.10
C 0.83 -1.88 -0.77
H 0.09 -1.06 -0.46
C 0.51 -3.21 -0.49
H -0.54 -3.52 -0.44
C 1.53 -4.15 -0.34
H 1.29 -5.19 -0.10
C 2.86 -3.75 -0.50
H 3.67 -4.46 -0.31
C 3.17 -2.45 -0.90
H 4.21 -2.14 -1.05
C 1.54 1.68 -1.23
C 0.32 1.71 -0.50
H 0.02 0.87 0.16
C -0.59 2.74 -0.64
H -1.60 2.64 -0.24
C -0.23 3.89 -1.34
H -0.95 4.70 -1.46
C 1.04 3.99 -1.90
H 1.33 4.89 -2.44
C 1.92 2.90 -1.84
H 2.89 2.96 -2.35
H 3.88 0.48 -1.38
Cl 1.66 -0.08 1.53
C -0.32 3.45 2.51
P -0.19 1.87 3.39
C -1.25 2.08 4.86
C 1.52 1.88 4.09
C 2.02 0.51 4.54
P 0.85 -0.88 4.18
C 1.97 -2.27 3.81
C 0.21 -1.27 5.84
H 0.49 3.52 1.77
H -0.25 4.28 3.22
H -1.27 3.50 1.98
H -2.20 1.56 4.72
H -0.76 1.68 5.76
H -1.44 3.15 5.00
H 2.16 2.29 3.30
H 1.51 2.60 4.91
H 2.96 0.26 4.03
H 2.22 0.50 5.62
H 2.37 -2.70 4.74
H 1.42 -3.05 3.26
H 2.79 -1.93 3.17
H 1.05 -1.21 6.55
H -0.57 -0.56 6.14
H -0.20 -2.28 5.83

The energy relative to the best compared isomer or geometry (same formula, charge and spin) is 7.708 eV. As for the spin multiplicity: 4. As for the charge: +1. As for the orbital gap (alpha / beta): 5.3 / 4.7 eV. The expectation value of S² is 3.8331.

=====

# 4
ORCA calculation (ωB97M-V/def2-TZVPD) on a structure of composition C34H80F3N6O20SZn in a non-equilibrium geometry.

Cartesian coordinates (Å):
C 6.11 8.48 6.69
C 5.18 8.07 5.55
C 4.38 9.25 4.93
C 5.20 10.06 3.95
C 5.71 9.18 2.82
C 6.66 8.06 3.30
N 6.00 7.40 4.44
O 6.36 6.31 4.59
C 7.99 8.72 3.65
C 6.70 7.13 2.06
C 4.12 7.08 6.01
H 5.56 8.66 7.62
H 6.77 9.32 6.51
H 6.68 7.58 6.94
H 4.09 9.91 5.74
H 3.45 8.84 4.54
H 6.00 10.62 4.42
H 4.47 10.78 3.56
H 6.19 9.91 2.17
H 4.87 8.70 2.31
H 8.49 9.24 2.84
H 8.75 8.01 4.01
H 7.88 9.23 4.60
H 5.83 6.48 2.09
H 7.65 6.59 2.22
H 6.86 7.62 1.10
H 3.36 7.51 6.66
H 4.59 6.24 6.53
H 3.55 6.62 5.20
C 15.23 2.26 5.41
N 14.90 2.80 4.02
C 15.06 4.29 4.13
C 16.00 2.30 3.15
C 13.52 2.50 3.52
C 13.34 1.07 3.04
O 13.71 0.32 4.14
H 15.42 1.19 5.30
H 14.36 2.38 6.06
H 16.15 2.77 5.69
H 16.03 4.49 4.57
H 14.30 4.74 4.75
H 15.07 4.64 3.10
H 15.98 2.75 2.16
H 15.94 1.22 3.15
H 16.92 2.64 3.62
H 13.25 3.21 2.74
H 12.91 2.62 4.41
H 13.98 0.82 2.19
H 12.33 0.92 2.65
H 13.03 0.54 4.88
Zn 9.41 4.08 6.04
S 11.62 1.69 6.97
O 11.91 0.78 5.82
O 10.98 0.95 8.05
O 12.88 2.32 7.45
O 10.74 2.83 6.53
O 9.28 5.10 7.78
C 7.95 4.97 8.13
C 7.13 3.78 7.53
O 7.49 3.31 6.25
H 7.48 5.96 7.91
H 7.78 4.84 9.21
H 6.04 3.87 7.65
H 7.32 2.85 8.11
C 9.67 4.87 3.46
O 9.82 3.50 3.96
O 9.73 5.61 4.58
C 10.51 5.17 2.25
F 10.41 4.31 1.20
F 10.17 6.37 1.69
F 11.85 5.20 2.49
C 9.37 2.50 3.06
C 9.14 1.20 3.84
H 8.57 0.50 3.22
H 10.10 0.75 4.10
H 8.50 1.31 4.72
H 10.10 2.28 2.27
H 8.40 2.64 2.57
H 8.63 4.94 3.10
C 6.61 1.07 0.98
C 6.34 0.00 2.02
O 5.06 0.12 2.59
O 6.66 2.34 1.64
H 5.80 1.12 0.25
H 7.57 0.99 0.47
H 7.17 0.03 2.73
H 6.51 -1.01 1.61
H 5.09 0.16 3.55
H 6.70 3.04 0.95
C 11.58 1.16 -1.26
C 11.34 2.68 -1.36
O 11.90 3.31 -2.52
O 12.94 0.88 -0.87
H 11.54 0.86 -2.32
H 10.86 0.81 -0.52
H 11.67 3.28 -0.51
H 10.25 2.78 -1.41
H 12.85 3.31 -2.36
H 13.55 0.66 -1.56
C 5.92 0.04 6.97
C 7.33 -0.53 6.96
O 8.23 0.46 7.48
O 5.72 0.88 5.83
H 5.85 0.68 7.85
H 5.11 -0.69 7.04
H 7.65 -0.78 5.94
H 7.35 -1.38 7.65
H 8.06 1.22 6.90
H 6.28 1.67 5.93
O 7.12 3.95 -0.47
C 7.60 4.93 -0.97
N 6.87 5.73 -1.78
C 9.06 5.35 -0.95
H 5.92 5.43 -1.95
H 7.23 6.54 -2.23
H 9.28 6.15 -0.23
H 9.51 5.63 -1.89
H 9.69 4.56 -0.53
O 14.61 7.28 5.17
C 13.45 7.40 5.53
N 12.86 6.45 6.29
C 12.53 8.49 5.06
H 13.43 5.67 6.56
H 11.93 6.55 6.66
H 11.59 8.66 5.58
H 12.25 8.39 4.01
H 13.08 9.43 5.21
O 4.07 4.02 5.55
C 4.42 3.30 4.63
N 5.68 2.98 4.30
C 3.40 2.78 3.61
H 6.45 3.42 4.82
H 5.93 2.42 3.50
H 3.34 1.70 3.49
H 3.60 3.31 2.68
H 2.37 2.98 3.91
O 10.13 -1.79 7.62
C 10.13 -2.53 6.66
N 10.03 -2.00 5.40
C 10.10 -4.03 6.81
H 10.13 -0.99 5.39
H 9.97 -2.53 4.56
H 10.99 -4.39 7.32
H 10.12 -4.55 5.85
H 9.22 -4.38 7.36

As for the charge: -1. As for the orbital gap: 3.2 eV.